1.
Computed, not measured: C26H28MnN7O5S2 as an isolated structure, with ωB97M-V/def2-TZVPD.

Output
**Spin multiplicity**: 2
**Charge**: -1
**HOMO level (spin up / spin down)**: -4.51 / -4.51 eV
**ΔE to the lowest compared entry with this formula, charge and spin**: 0.00 kJ/mol

Last column: Mulliken charge in e.
Element x y z (Å)
Mn 0.68864 1.20315 1.36698  -0.5324
C -2.26964 3.69096 3.14231  -1.6265
C -1.21970 3.22021 2.16065  0.9113
O -0.56837 2.17804 2.54227  -0.4562
C -1.07085 3.90139 0.97354  -1.1436
C -0.17801 3.57972 -0.09661  1.4501
C -0.23889 4.40731 -1.35060  -1.3965
N 0.65056 2.58176 -0.01845  0.5433
N 1.41572 2.32429 -1.16142  -1.0320
C 2.06514 1.20566 -1.01233  0.4577
O 2.02706 0.45419 0.03574  -0.7213
C 2.91891 0.75530 -2.15147  0.5023
C 3.82523 -0.28263 -1.96181  0.0745
C 4.60141 -0.73983 -3.01759  -0.8116
C 4.47489 -0.16560 -4.27370  -0.3535
C 3.57194 0.87288 -4.46789  -0.6894
C 2.79956 1.33238 -3.41393  -0.4584
H -1.94409 3.46090 4.15666  0.3362
H -3.20545 3.15710 2.95991  0.2582
H -2.46421 4.75908 3.05393  0.4232
H -1.71135 4.75938 0.82146  0.2239
H -0.92341 5.24378 -1.22320  0.4091
H -0.57330 3.79458 -2.18971  0.2839
H 0.75253 4.77387 -1.61486  0.2996
H 3.91130 -0.72737 -0.97928  0.3252
H 5.29856 -1.55335 -2.86003  0.3820
H 5.07040 -0.53008 -5.10156  0.3824
H 3.46242 1.31851 -5.44883  0.3782
H 2.08723 2.13426 -3.55106  0.4577
C -1.42789 -1.60781 3.81335  -2.1272
C -0.83153 -0.81722 2.69101  0.9683
N 0.32534 -0.25531 2.74827  1.2231
N 1.07972 -0.37947 3.87661  -0.9915
C 2.21266 0.35377 3.99659  0.5101
N 2.92849 0.08783 5.12812  -0.5151
S 2.68653 1.49001 2.88944  -0.4900
C -1.50915 -0.64653 1.39514  1.0164
C -2.68849 -1.28633 1.04965  -1.1863
C -3.16930 -1.16213 -0.24844  -1.1453
C -2.46168 -0.38646 -1.14712  -1.4391
C -1.30580 0.25085 -0.71677  -0.3136
N -0.83523 0.12577 0.52140  1.0208
H -1.26509 -1.10652 4.77023  0.5463
H -1.00162 -2.61412 3.86361  0.3091
H -2.50076 -1.71123 3.68684  0.4820
H 0.78768 -1.00666 4.61024  0.2911
H 2.90486 -0.84673 5.50465  0.2039
H 3.82412 0.54513 5.16636  0.2716
H -3.20359 -1.92213 1.75505  0.2989
H -4.03952 -1.71369 -0.58734  0.9311
H -2.77411 -0.32376 -2.18150  0.7948
H -0.71214 0.86167 -1.38596  0.4759
N 1.41265 -2.50778 0.06593  -0.6710
C 0.27764 -2.71725 -0.73641  0.0292
C -0.78330 -3.48081 -0.24982  -0.2617
C -1.95187 -3.60743 -0.97665  -0.3263
C -2.08169 -2.99129 -2.21242  -0.3275
C -0.99761 -2.30945 -2.74274  -0.5103
C 0.17645 -2.17018 -2.01439  -0.3659
S -3.68232 -2.95579 -3.01341  1.4537
O -3.81234 -4.22158 -3.71460  -0.7170
O -3.61254 -1.78174 -3.87563  -0.7154
O -4.60661 -2.80202 -1.88748  -0.7780
H 1.88041 -1.65196 -0.22519  0.0459
H 1.10566 -2.34725 1.01760  0.3474
H -0.69502 -3.94005 0.73150  0.4212
H -2.80089 -4.14158 -0.56743  0.4441
H -1.10754 -1.82527 -3.70493  0.4170
H 1.00121 -1.58734 -2.41249  0.5017

***

2.
Computed, not measured: C12H14BF5N6Sn as an isolated structure, with ωB97M-V/def2-TZVPD.

Output
**Charge**: +2
**HOMO level (spin up / spin down)**: -16.01 / -16.03 eV

Last column: Mulliken charge in e.
Element x y z (Å)
H 0.89982 -0.91226 3.50345  0.5438
N 0.15562 -1.10115 1.49918  -0.2808
B -0.72497 -1.98173 -0.70678  0.0736
N -0.46887 -2.13812 0.84208  0.1201
C -0.71411 -3.13281 1.72723  -0.1180
Sn 0.21526 1.20599 1.13087  1.2138
H -1.25763 -4.01623 1.43126  0.4838
C -0.19363 -2.76229 2.97302  -0.9727
H -0.23941 -3.29666 3.90304  0.4345
C 0.38571 -1.50207 2.76776  -0.1319
H -1.37742 -2.89357 -1.10709  -0.0316
C 2.90140 2.83338 -1.66409  -0.8777
H 2.64180 3.88484 -1.60890  0.3423
H 2.20135 2.36839 -0.93474  -0.0804
H 2.58779 2.41968 -2.61256  0.2980
N 0.57631 -1.94480 -1.55128  0.3438
N -1.62021 -0.67469 -1.02348  -0.2350
N 1.49341 -0.91521 -1.33486  -0.2251
N -1.33594 0.56231 -0.46362  0.1297
C 1.07264 -2.82792 -2.43474  0.0401
C -2.70264 -0.54608 -1.82347  -0.0333
H 0.50958 -3.68442 -2.72076  0.4903
H -3.20076 -1.42215 -2.31331  0.4253
C 2.35446 -2.41361 -2.82055  -0.6967
C -3.08711 0.76799 -1.84354  -0.9361
C 2.55379 -1.19030 -2.09955  -0.1544
C -2.16178 1.47652 -1.04293  -0.2914
H 3.04719 -2.88579 -3.50408  0.4352
H -3.93259 1.18273 -2.36803  0.4230
H 3.44974 -0.55979 -2.13525  0.4744
H -2.13865 2.54237 -0.94329  0.5088
H 3.96177 2.63110 -1.49798  0.3123
F -1.35579 4.02768 1.54133  -0.2035
C -0.41390 3.23889 2.15118  0.4456
F 0.68292 4.01601 2.47153  -0.2127
C -1.04282 2.61259 3.37413  0.5400
F -1.68393 3.45963 4.18534  -0.1755
F -1.95702 1.64364 2.96699  -0.2216
F -0.08139 1.92791 4.08650  -0.1998